No. 1
83
Properties=species:S:1:pos:R:3:lowdin_charge:R:1 method="wB97M-V/def2-TZVPD" charge=+2 lumo_energy_ev=-4.6718 relative_energy_kj_mol=43.9 total_energy_ha=-5184.16429 orbital_gap_ev=9.31 fmax_ev_per_a=1.2
H 0.2159 -0.1951 -4.9398 0.137
C 2.6041 -0.5820 -3.4967 -0.085
C 0.6556 4.3346 1.2184 -0.144
C 2.9430 -1.6983 1.4681 -0.383
H 1.2429 -2.8364 1.3079 0.089
C 1.1914 -1.1436 -3.2872 -0.329
H 5.6692 -1.9399 3.3593 0.105
H -0.8599 -0.5592 -3.6137 0.136
H 4.9755 -3.3777 2.6068 0.104
C -2.2264 2.1639 1.4941 0.037
H -1.4663 5.7014 6.1477 0.110
C -0.9235 2.8269 1.2356 -0.304
O 3.6935 1.1582 -0.1645 -0.018
H 0.3269 0.2069 5.6625 0.113
N 2.1725 -2.7389 1.7258 0.270
H 4.7584 0.7250 -3.2865 0.171
C 0.6440 0.1656 3.5422 -0.699
H 4.1687 2.2594 -3.3470 0.172
H -0.0963 2.3770 -1.7015 0.094
N -0.6743 4.1258 1.5193 0.058
C 0.0133 -0.2097 4.7175 -0.088
C 0.1409 -0.1877 -3.8500 -0.087
C 4.7381 -0.3191 1.4795 -0.026
H 5.6658 -0.5151 0.9383 0.151
N 2.5972 -0.7092 0.5902 0.121
N 4.1464 -1.5291 2.0128 -0.072
Mg 0.6682 0.1990 -0.0421 0.690
N 0.9504 -1.3789 -1.8480 0.042
H -3.0650 2.7740 1.1546 0.099
C 4.7439 -2.3940 3.0175 0.008
N 4.0820 1.3632 -2.8675 0.248
C -2.0721 4.8109 3.5043 -0.195
C -1.1375 4.6611 6.1608 -0.290
N 1.3880 5.5715 1.3342 -0.328
C 0.2840 1.2587 -3.3819 -0.326
C -0.8687 -1.6221 0.8474 -0.606
C -1.3838 -1.6398 3.3851 0.028
O 0.4664 4.9658 4.0970 -0.284
H -2.3364 1.9828 2.5665 0.088
C 1.7116 1.7644 -3.6153 -0.086
H 2.1637 2.9726 0.4179 0.111
H 0.3777 3.4114 7.0855 0.079
H 4.9247 0.4295 2.2509 0.134
C 1.1544 3.1750 0.7375 -0.059
H -2.5178 5.0933 1.4274 0.140
S -0.7073 4.2288 4.4953 0.660
H 4.3224 1.4881 -1.8695 0.128
H 2.4784 -3.4508 2.3681 0.128
O -0.7087 2.7849 4.3748 -0.345
H 0.0152 -1.7668 -1.7210 0.088
H 1.9148 1.7957 -4.6901 0.141
H -2.4472 5.7438 3.9269 0.119
H 1.8136 2.7833 -3.2269 0.134
Br 2.1357 1.3312 3.6076 0.886
H -1.1690 6.0595 1.9994 0.113
N 0.2882 -0.2689 2.3494 0.050
H 1.5711 -2.1144 -1.5206 0.098
H -0.3958 1.8762 -3.9725 0.152
H -0.9713 1.0197 -1.7772 0.099
O 0.7646 6.6106 1.3894 0.107
C 0.0586 4.4533 7.0809 -0.098
C -0.7066 -1.1703 2.2818 -0.194
H 2.8275 -0.5641 -4.5680 0.140
H 4.0815 -2.4959 3.8784 0.102
N -0.0346 1.3919 -1.9414 0.040
C -1.0234 -1.1222 4.6249 -0.013
O -0.5204 -2.7656 0.5437 0.050
H -1.9799 4.0210 6.4278 0.112
O -1.1455 -0.6725 0.0310 -0.095
H -2.8549 4.0573 3.5829 0.105
H -2.2491 1.2065 0.9787 0.073
C -1.6376 5.0873 2.0686 -0.108
H 0.8969 5.0768 6.7773 0.083
O 2.5864 5.4750 1.1724 0.113
H 1.1244 -2.0829 -3.8407 0.152
H 2.4017 0.7656 -1.8689 0.088
C 3.6440 0.1469 0.5438 -0.468
H -2.1625 -2.3823 3.2799 0.134
H 3.3362 -1.2384 -3.0146 0.132
H -0.2297 4.7241 8.0947 0.089
H -1.5399 -1.4411 5.5208 0.125
N 0.1541 2.2339 0.7386 0.053
C 2.6624 0.8153 -2.9151 -0.296



No. 2
74
Properties=species:S:1:pos:R:3:lowdin_charge:R:1 method="wB97M-V/def2-TZVPD" charge=0 lumo_energy_ev=0.3324 total_energy_ha=-2602.13077 orbital_gap_ev=7.02 fmax_ev_per_a=2.7
H -0.3309 4.5625 -0.5236 0.066
H -2.7147 3.1247 0.5681 0.109
C 1.3417 -0.9919 1.7099 -0.471
C -1.0063 4.3877 0.3165 -0.232
C 3.5665 3.8115 -1.2246 -0.163
C 0.8484 -2.7536 0.1698 -0.175
H 1.0065 -7.5119 2.5559 0.072
H 0.5498 1.3888 -3.9885 0.064
O 0.7954 -1.6456 4.5179 0.170
C -3.9067 -0.4419 2.2391 -0.144
H -1.4273 -0.3352 0.8207 0.076
H 1.1006 -5.1240 0.1703 0.123
C 0.8312 -0.5728 3.9703 -0.472
C -1.7086 3.0192 0.1503 -0.180
C -0.3505 4.6318 1.6812 -0.098
N 0.4039 -0.3807 2.6093 0.185
I 3.3300 -0.0287 -0.7955 1.009
H 0.5443 4.0322 1.8609 0.067
C -1.0442 1.8570 0.8949 -0.350
H 1.7336 -3.0592 -0.4115 0.141
H -1.7868 5.1520 0.2074 0.108
O 2.4465 -1.2308 2.1128 0.109
C 0.2322 -7.1097 1.8956 -0.100
C 0.6618 -1.1676 -1.9919 -0.263
N -0.3088 -2.4919 -4.2815 0.082
H 1.4242 2.8866 -4.1191 0.072
H -4.1293 -0.8042 3.2507 0.072
C 0.6846 2.3630 -3.5048 -0.390
O 0.2948 1.5751 0.4982 -0.132
P 1.4935 2.0236 -1.8713 0.895
H 2.1783 -5.1060 1.5649 0.135
H -0.4483 -0.9365 2.5629 0.126
H -0.8064 -5.1680 1.8701 0.108
C -1.1004 -2.0216 -3.3302 -0.140
H -2.0252 0.3224 3.0907 0.095
H -0.1909 5.6983 1.8474 0.074
H -1.0718 4.3142 2.4495 0.077
C -2.7221 0.5573 2.2889 -0.249
H -1.4762 2.3512 -3.3488 0.063
H -0.0582 -3.1365 -0.3168 0.143
H -0.7085 -7.5284 2.2625 0.069
O 0.9247 -3.4382 1.4089 -0.132
H 1.5480 4.4099 -1.5456 0.063
H 3.9655 4.2588 -0.3109 0.067
F 1.2175 0.5071 4.6456 0.149
H -0.8490 3.4949 -4.5071 0.067
H -0.5556 0.9132 -1.2920 0.086
H -1.7632 2.8115 -0.9203 0.072
H 2.5816 -1.5695 -2.8853 0.040
H -0.9891 2.1592 1.9444 0.128
C -0.6955 -1.3737 -2.2002 -0.045
N 0.7928 -1.3203 0.4215 -0.018
H 1.6694 -2.6795 -4.7958 0.112
C 0.3998 0.9425 -0.7605 -0.440
C 0.1768 -5.5882 2.1133 -0.224
H -3.1824 1.5457 2.3970 0.111
C -1.9784 0.6008 0.9128 -0.571
Cl -3.2387 0.6004 -0.3891 0.697
H -3.6911 -1.3235 1.6322 0.065
H -1.4035 -1.0403 -1.4505 0.074
H -2.1707 -2.1754 -3.4571 0.114
H -4.8139 0.0562 1.9021 0.058
H -0.7374 3.9426 -2.8203 0.052
C 2.0296 3.5712 -1.0294 -0.394
H 0.4214 -5.2922 3.1367 0.114
H 3.7134 4.4932 -2.0637 0.064
H 1.8370 3.6071 0.0403 0.058
C 1.1726 -4.8196 1.2225 -0.222
C 1.5061 -1.6465 -2.9635 -0.074
C 0.9709 -2.2870 -4.0587 -0.143
C -0.6839 3.0893 -3.4978 -0.152
H 4.1149 2.8855 -1.4086 0.008
C 1.1472 -0.4743 -0.7038 -0.603
H 0.4173 -7.3732 0.8543 0.071



No. 3
80
Properties=species:S:1:pos:R:3:lowdin_charge:R:1 method="wB97M-V/def2-TZVPD" charge=-2 lumo_energy_ev=3.9757 relative_energy_kj_mol=0.0 total_energy_ha=-3604.72525 orbital_gap_ev=3.48 fmax_ev_per_a=5.0
H 2.3281 -1.6010 7.0598 0.073
H 2.7924 -3.2040 1.1328 0.075
C -0.4290 -0.9052 3.7518 -0.037
Li -0.9534 0.9936 -0.6934 0.260
H -3.9498 3.7256 -0.7787 0.092
H -0.7389 -1.3727 2.8216 0.115
H 1.5784 -5.3782 -0.6891 0.066
H -0.2440 5.6504 0.6936 0.127
C -0.6546 0.4555 3.9605 -0.260
N 1.0462 0.9936 -0.5749 0.021
C 1.3810 -5.4568 0.3832 -0.069
H 0.1552 1.7192 -5.0744 0.048
H 0.3685 -2.7150 4.5779 0.100
H 0.1582 5.7647 -1.0715 0.121
O -0.9534 0.9936 -2.5306 -0.675
C 3.2059 1.8648 -0.0106 -0.125
H 1.0634 -1.5601 -2.9417 -0.008
H 1.1766 2.1714 2.6824 0.094
H -3.2535 2.2890 -1.2803 -0.050
N -0.9534 2.9307 -0.6934 0.107
C -1.9732 3.7128 -0.8711 -0.443
H -0.4560 2.1324 5.3010 0.103
N -1.7992 5.0406 -0.6123 -0.106
C 0.2196 -3.5528 -3.2204 -0.461
C 0.5801 -1.0549 5.9573 -0.300
O -2.8499 1.0124 2.8413 -0.338
H 2.6090 1.0360 -1.9052 0.088
C 0.6683 0.8515 -4.6531 -0.244
C -0.2680 1.0732 5.1505 -0.067
O 1.2244 3.3862 -0.0173 -0.031
H 1.6277 -2.3905 -4.3967 0.074
N -0.8349 0.9936 1.2544 -0.234
S -1.4596 1.4292 2.6542 0.552
H 2.3177 -5.7470 0.8702 0.068
C 1.3462 -2.5338 -3.3485 -0.095
O -1.1951 2.8103 3.0630 -0.379
H -1.7793 -3.9203 -3.9687 0.067
H -2.1770 7.0764 -0.9507 0.079
H 0.6527 -6.2634 0.5185 0.079
H -0.7665 -2.9678 -5.0575 0.073
H 1.4286 -2.0789 1.2062 0.067
C 1.4487 1.8939 1.6697 -0.066
H 3.4426 2.6303 1.9838 0.094
H 0.6510 0.8042 7.0692 0.098
H -2.6303 0.9936 -0.6934 -0.084
C -1.7357 -0.3401 -4.7134 -0.255
C 0.0912 3.7506 -0.3007 -0.378
N -3.1850 3.3022 -1.2887 0.151
C 0.1932 -1.6567 4.7506 -0.041
H 1.9199 -2.7727 -0.3417 0.058
H 2.2310 -2.8678 -2.7965 0.074
C 0.3521 0.3164 6.1454 -0.063
C -2.4429 6.0977 -1.3639 -0.077
O -0.4914 -3.9350 0.5700 -0.319
P -0.9946 -3.2337 -0.8046 -0.210
C 0.5324 1.2981 0.7981 -0.306
H 0.9732 0.1715 -5.4519 0.043
C -1.0164 -3.1373 -4.0046 -0.115
C 1.2633 -1.8518 7.0275 -0.082
O 0.0260 -3.9085 -1.8621 -0.320
H -2.5574 -0.8528 -4.2079 0.068
C 1.8003 -2.9874 0.7228 -0.069
C 2.7650 2.1685 1.2715 -0.098
S -0.4277 -0.0177 -3.5058 0.775
C 0.8507 -4.1507 0.9645 -0.483
H -3.5327 6.0082 -1.3143 0.071
H 1.5527 1.1845 -4.1048 0.037
S -2.8530 -3.7421 -1.0999 0.104
H -1.3470 -0.9786 -5.5101 0.041
H -1.4600 -2.2159 -3.6201 -0.004
H 0.5845 -4.4725 -3.6944 0.130
C 2.3180 1.2876 -0.8922 -0.177
H 0.8152 -1.6416 8.0044 0.069
C -0.3774 5.2088 -0.2965 -0.040
H 1.1671 -2.9275 6.8475 0.068
H 4.2224 2.0804 -0.3135 0.079
H -2.0986 0.6021 -5.1309 0.056
H 0.8021 -4.2922 2.0511 0.126
S -0.9534 -1.2891 -0.6934 0.332
H -2.1359 6.0714 -2.4147 0.083